No. 1
Below is a cluster of 7 separate species, C63H57FI2N6O17 in total, with properties calculated with wB97M-V/def2-TZVPD.

Positions of all 146 atoms, in Å:
C -1.53 -2.56 1.22
C -2.49 -1.33 1.01
I -3.81 -1.26 2.73
C -1.71 0.08 0.86
C -0.16 -0.07 0.89
C 0.53 -0.18 2.06
I -0.36 -0.11 4.01
C 2.08 -0.39 1.98
O 2.84 0.14 2.76
C 2.54 -1.28 0.78
C 3.63 -2.24 0.86
C 4.40 -2.37 2.22
C 3.46 -2.86 3.41
F 2.45 -3.69 2.86
C 3.95 -3.05 -0.34
C 5.09 -4.12 -0.24
C 6.55 -3.56 -0.40
O 7.13 -3.06 0.53
C 3.22 -2.91 -1.61
C 3.51 -3.76 -2.89
C 4.31 -2.85 -3.94
C 3.64 -2.98 -5.36
O 5.69 -3.22 -3.89
C 6.51 -2.06 -4.16
C 7.12 -1.40 -2.88
C 8.53 -1.68 -2.60
C 9.12 -1.09 -1.38
C 8.34 -0.26 -0.48
C 6.92 -0.01 -0.77
C 6.31 -0.57 -1.97
C 2.11 -1.94 -1.68
O 1.36 -1.73 -2.84
C 1.80 -1.17 -0.49
C 0.60 -0.16 -0.49
O 0.32 0.53 -1.45
H -0.79 -2.69 0.38
H -0.92 -2.47 2.16
H -2.16 -3.48 1.37
H -3.12 -1.56 0.11
H -2.10 0.52 -0.10
H -2.09 0.75 1.68
H 5.29 -3.04 2.11
H 4.80 -1.38 2.56
H 3.02 -1.97 3.93
H 4.11 -3.38 4.16
H 5.03 -4.55 0.80
H 4.94 -4.97 -0.95
H 7.03 -3.69 -1.41
H 4.01 -4.72 -2.65
H 2.51 -3.95 -3.37
H 4.18 -1.79 -3.57
H 2.75 -2.29 -5.36
H 4.33 -2.68 -6.19
H 3.24 -4.01 -5.54
H 5.94 -1.31 -4.76
H 7.37 -2.42 -4.79
H 9.17 -2.32 -3.24
H 10.20 -1.32 -1.18
H 8.79 0.19 0.43
H 6.28 0.61 -0.08
H 5.22 -0.39 -2.18
H 0.76 -2.49 -2.97
C 0.26 -1.17 7.80
C 1.03 -2.24 7.38
C 1.11 -3.40 8.15
C 0.40 -3.46 9.34
C -0.37 -2.39 9.78
C -0.44 -1.24 9.00
N 0.46 -4.69 10.15
O 1.16 -5.60 9.75
O -0.20 -4.72 11.17
H 0.20 -0.28 7.20
H 1.58 -2.18 6.45
H 1.72 -4.23 7.81
H -0.92 -2.44 10.71
H -1.04 -0.40 9.33
C -2.76 3.28 -1.44
C -4.12 3.34 -1.72
C -4.91 4.30 -1.11
C -4.33 5.19 -0.22
C -2.98 5.13 0.08
C -2.19 4.17 -0.54
N -5.16 6.22 0.41
O -6.35 6.24 0.14
O -4.62 7.01 1.16
H -2.14 2.53 -1.92
H -4.55 2.64 -2.42
H -5.97 4.34 -1.34
H -2.53 5.83 0.78
H -1.13 4.12 -0.31
C -6.57 7.98 3.32
C -7.34 9.12 3.15
C -7.65 9.92 4.24
C -7.18 9.57 5.50
C -6.41 8.43 5.68
C -6.11 7.63 4.59
N -7.48 10.43 6.65
O -8.17 11.42 6.46
O -7.02 10.11 7.73
H -6.33 7.36 2.47
H -7.70 9.39 2.17
H -8.25 10.81 4.10
H -6.04 8.15 6.66
H -5.51 6.74 4.72
C -0.57 0.11 -6.36
C -0.78 0.45 -5.03
C -2.07 0.57 -4.54
C -3.14 0.33 -5.39
C -2.94 -0.01 -6.72
C -1.65 -0.12 -7.20
N -4.51 0.43 -4.86
O -4.63 0.75 -3.70
O -5.43 0.18 -5.62
H 0.44 0.01 -6.73
H 0.06 0.63 -4.37
H -2.23 0.84 -3.50
H -3.78 -0.20 -7.38
H -1.48 -0.39 -8.24
C -4.43 4.67 -7.06
C -3.72 3.61 -7.61
C -2.68 3.86 -8.50
C -2.36 5.17 -8.83
C -3.07 6.23 -8.29
C -4.11 5.98 -7.40
N -1.25 5.43 -9.75
O -0.67 4.47 -10.22
O -0.98 6.60 -9.99
H -5.23 4.47 -6.36
H -3.97 2.59 -7.35
H -2.13 3.03 -8.93
H -2.83 7.26 -8.55
H -4.67 6.80 -6.97
C 0.89 -8.29 5.53
C 2.01 -7.96 4.79
C 1.87 -7.47 3.49
C 0.59 -7.32 2.96
C -0.53 -7.66 3.70
C -0.38 -8.15 4.99
N 0.44 -6.79 1.60
O 1.45 -6.52 0.97
O -0.70 -6.64 1.18
H 1.00 -8.67 6.54
H 3.00 -8.08 5.21
H 2.75 -7.22 2.92
H -1.53 -7.55 3.28
H -1.26 -8.41 5.57

The value obtained for the HOMO energy is -9.1 eV. The LUMO energy is -1.33 eV. The energy above the lowest of the compared OMol25 structures with the same formula, charge and spin comes out at 361.99 kJ/mol. The total energy is -4737.0693 Ha. The SMILES is C[C@@H](I)CC1=C(I)C(=O)c2c(CCF)c(CC=O)c(C[C@H](C)OCc3ccccc3)c(O)c2C1=O.O=[N+]([O-])c1ccccc1.O=[N+]([O-])c1ccccc1.O=[N+]([O-])c1ccccc1.O=[N+]([O-])c1ccccc1.O=[N+]([O-])c1ccccc1.O=[N+]([O-])c1ccccc1.

Mulliken population analysis, charges in e, atoms 1 to 4:
1. C -0.93
2. C -0.45
3. I 0.05
4. C -0.94

No. 2
Below is a structure of composition C15H31ClP2Pt, with properties calculated with wB97M-V/def2-TZVPD.

Positions of all 50 atoms, in Å:
P 2.25 -0.57 -3.89
P 4.81 -2.99 -1.41
C 4.37 -1.20 -3.69
C 5.00 -2.49 -3.14
H 4.89 -0.33 -3.24
H 4.62 -1.17 -4.77
H 4.72 -3.36 -3.77
H 6.09 -2.41 -3.31
C 6.73 -2.94 -0.95
H 6.77 -2.91 0.14
H 7.13 -2.01 -1.35
H 7.37 -3.73 -1.29
C 5.20 -4.82 -0.74
H 6.04 -5.25 -1.28
H 4.39 -5.57 -0.77
H 5.50 -4.70 0.31
C 2.79 1.09 -4.50
H 1.94 1.86 -4.61
H 3.21 0.91 -5.49
H 3.46 1.51 -3.75
C 2.08 -1.87 -5.15
H 2.13 -2.86 -4.67
H 2.89 -1.77 -5.90
H 1.10 -1.71 -5.61
Pt 0.61 0.89 -3.59
C 4.40 -2.56 0.71
C 4.75 -1.59 -0.31
C 3.60 -0.67 -0.75
C 2.28 -1.35 -1.19
C 2.40 -2.62 -1.94
C 3.11 -3.71 -1.41
C 2.39 -3.94 -0.06
C 3.01 -3.00 0.99
C -1.19 0.68 -2.70
H 5.16 -2.88 1.43
H 5.67 -1.01 -0.26
H 3.90 -0.02 -1.59
H 3.38 -0.01 0.10
H 1.55 -1.41 -0.37
H 1.71 -0.58 -1.79
H 1.60 -2.92 -2.67
H 3.13 -4.55 -2.11
H 2.48 -4.99 0.25
H 1.32 -3.71 -0.15
H 2.33 -2.17 1.24
H 3.06 -3.60 1.89
H -0.97 0.05 -1.82
H -2.04 0.35 -3.28
H -1.37 1.70 -2.34
Cl 1.43 2.24 -1.99

The value obtained for the HOMO energy (alpha / beta) is -13.8 / -16.4 eV. The LUMO energy (alpha / beta) is -8.67 / -8.93 eV. As for the expectation value of S²: 6.026. The energy above the lowest of the compared OMol25 structures with the same formula, charge and spin comes out at 402.26 kJ/mol. The total energy is -1851.3321 Ha. Its spin multiplicity is 5. The total charge is +2.

natural (NBO) population analysis, charges in e, atoms 1 to 4:
1. P 1.04
2. P 1.55
3. C -0.49
4. C -0.81

No. 3
Below is a structure of composition C35H42FeGeN3O2Se, with properties calculated with wB97M-V/def2-TZVPD.

Positions of all 85 atoms, in Å:
Fe 0.04 -0.46 0.42
O -1.86 -0.51 0.30
C -2.68 -1.17 1.04
C -4.02 -1.31 0.62
C -4.95 -1.99 1.37
C -4.59 -2.56 2.58
C -3.30 -2.42 3.05
C -2.32 -1.73 2.32
C -1.06 -1.48 2.89
N -0.10 -0.78 2.30
N 0.84 -0.23 3.07
C 1.46 0.82 2.60
O 1.08 1.45 1.43
C 2.56 1.41 3.29
C 3.29 2.48 2.72
C 4.33 3.06 3.40
C 4.68 2.63 4.68
C 3.97 1.57 5.25
C 2.95 0.96 4.58
H -4.28 -0.87 -0.33
H -5.97 -2.07 1.01
H -5.33 -3.11 3.16
H -3.02 -2.83 4.01
H -0.92 -1.72 3.94
H 3.03 2.82 1.73
H 4.89 3.86 2.93
H 5.50 3.10 5.21
H 4.24 1.23 6.25
H 2.40 0.14 5.02
C 4.38 -0.25 0.24
C 4.72 -1.58 0.61
C 3.70 -2.48 0.78
C 2.36 -2.11 0.59
N 2.04 -0.79 0.29
C 3.05 0.07 0.13
C 1.25 -2.99 0.55
C 1.32 -4.38 0.79
C 0.23 -5.19 0.56
C -0.95 -4.64 0.05
C -1.03 -3.26 -0.14
C 0.02 -2.43 0.15
H 5.14 0.50 0.08
H 5.76 -1.86 0.74
H 3.93 -3.50 1.04
H 2.77 1.08 -0.12
H 2.24 -4.82 1.15
H 0.29 -6.26 0.74
H -1.80 -5.28 -0.18
H -1.95 -2.86 -0.54
C -1.44 2.10 -4.52
Ge -1.85 0.22 -5.00
C -3.59 -0.28 -4.18
C -2.15 0.36 -7.01
C -0.52 -1.03 -4.42
Se -0.14 -0.13 -1.87
C 1.54 0.49 -2.72
H -2.28 2.77 -4.70
H -0.58 2.48 -5.07
H -1.20 2.14 -3.46
H -4.34 0.50 -4.28
H -3.41 -0.45 -3.13
H -3.99 -1.20 -4.61
H -2.95 1.07 -7.21
H -2.42 -0.59 -7.47
H -1.25 0.72 -7.51
H 0.47 -1.00 -4.85
H -0.85 -2.03 -4.19
H 1.28 0.92 -3.68
H 2.21 -0.35 -2.85
H 2.01 1.24 -2.09
C -2.15 2.56 -0.06
C -0.72 2.75 0.46
C -0.70 3.83 1.56
C 0.19 3.19 -0.68
C -0.28 1.44 1.11
H -2.51 3.46 -0.56
H -2.82 2.31 0.75
H -2.17 1.73 -0.77
H -0.99 4.81 1.17
H 0.30 3.91 1.98
H -1.39 3.57 2.36
H -0.08 4.18 -1.03
H 0.09 2.49 -1.51
H 1.22 3.20 -0.35
H -0.89 1.34 2.03

The value obtained for the HOMO energy (alpha / beta) is 0.3 / 0.2 eV. The LUMO energy (alpha / beta) is 4.45 / 4.44 eV. As for the expectation value of S²: 0.776. The energy above the lowest of the compared OMol25 structures with the same formula, charge and spin comes out at 111.68 kJ/mol. The total energy is -7415.5274 Ha. Its spin multiplicity is 2. The total charge is -2.

Mulliken population analysis, charges in e, atoms 1 to 4:
1. Fe -0.02
2. O 0.07
3. C -0.14
4. C -0.88

No. 4
Below is the molecule C3H5FN2, with properties calculated with wB97M-V/def2-TZVPD.

Positions of all 11 atoms, in Å:
C -0.14 -0.74 0.61
C 1.19 -0.24 0.51
C -0.79 -0.01 -0.51
N -0.03 1.10 -0.84
N 1.16 0.85 -0.16
F -0.19 0.29 1.90
H -0.50 -1.69 0.97
H 1.99 -0.49 1.12
H -1.07 -0.66 -1.42
H -1.79 0.47 -0.29
H 0.17 1.12 -1.89

The value obtained for the HOMO energy is -9.1 eV. The LUMO energy is 0.74 eV. The energy above the lowest of the compared OMol25 structures with the same formula, charge and spin comes out at 268.19 kJ/mol. The total energy is -326.5679 Ha. The SMILES is F[C@@H]1C=NNC1.

natural (NBO) population analysis, charges in e, atoms 1 to 4:
1. C 0.12
2. C -0.01
3. C -0.31
4. N -0.43

No. 5
Below is a structure of composition C19H63AsF6N17O11, with properties calculated with wB97M-V/def2-TZVPD.

Positions of all 117 atoms, in Å:
As 0.94 -0.68 0.26
F 0.17 -0.02 1.74
F 2.32 -1.17 1.10
F 1.72 -1.16 -1.27
F -0.52 -0.13 -0.65
F 1.70 0.95 -0.05
F 0.30 -2.34 0.40
C 2.92 -3.62 3.37
O 1.76 -3.40 3.62
N 3.73 -2.80 2.79
N 3.46 -4.75 3.75
H 4.72 -2.94 2.90
H 3.23 -1.99 2.46
H 2.88 -5.42 4.23
H 4.43 -5.00 3.70
C -1.86 3.45 -0.99
O -2.86 3.72 -0.30
N -1.31 2.26 -1.17
N -1.20 4.39 -1.60
H -0.39 2.27 -1.59
H -1.72 1.37 -0.92
H -1.42 5.36 -1.42
H -0.45 4.11 -2.21
C 4.62 1.62 2.53
O 5.78 1.32 2.88
N 4.38 2.25 1.44
N 3.62 1.11 3.11
H 5.19 2.76 1.12
H 3.41 2.42 1.25
H 3.78 0.36 3.77
H 2.70 1.15 2.69
C 0.89 0.01 6.40
O -0.15 -0.18 6.95
N 1.10 0.16 5.13
N 1.99 0.29 6.99
H 2.05 0.33 4.85
H 0.46 -0.19 4.43
H 2.73 0.05 6.34
H 2.09 0.35 7.99
C -2.26 2.50 3.30
O -1.29 2.88 3.93
N -2.26 1.72 2.34
N -3.47 2.73 3.69
H -1.37 1.25 2.24
H -3.11 1.37 1.94
H -3.55 3.09 4.63
H -4.17 2.18 3.21
C 0.03 -4.04 -3.51
O -0.91 -4.03 -4.25
N 0.01 -3.86 -2.25
N 1.27 -4.01 -3.83
H 0.87 -3.86 -1.73
H -0.85 -3.58 -1.80
H 1.95 -4.04 -3.08
H 1.42 -3.59 -4.74
C 0.87 0.03 -4.85
O 0.38 0.42 -5.89
N 0.36 0.12 -3.70
N 2.14 -0.31 -4.78
H 0.91 0.01 -2.85
H -0.59 0.44 -3.66
H 2.39 -0.75 -3.90
H 2.71 -0.33 -5.61
C -3.93 -0.03 5.57
C -3.77 -1.42 4.97
C -3.23 -1.44 3.50
O -3.06 -2.78 3.06
C -2.11 -2.89 1.97
N -2.94 -2.31 5.86
H -4.40 0.73 4.95
H -2.95 0.45 5.65
H -4.41 0.08 6.55
H -4.75 -1.88 4.96
H -2.43 -0.71 3.40
H -4.01 -0.98 2.88
H -2.29 -2.19 1.16
H -2.15 -3.93 1.64
H -1.13 -2.61 2.37
H -2.13 -1.81 6.19
H -2.67 -3.16 5.38
C -2.90 -2.36 -1.75
C -3.67 -1.29 -2.57
C -3.22 -1.25 -4.00
O -3.75 -0.11 -4.66
C -3.41 -0.03 -6.06
N -5.08 -1.49 -2.55
H -1.86 -2.09 -1.58
H -2.91 -3.39 -2.11
H -3.40 -2.48 -0.78
H -3.42 -0.30 -2.19
H -3.37 -2.22 -4.47
H -2.14 -1.06 -4.03
H -3.52 0.91 -6.60
H -3.96 -0.77 -6.65
H -2.34 -0.21 -6.11
H -5.58 -0.76 -3.05
H -5.24 -2.28 -3.17
C 2.68 5.36 -4.53
C 1.95 4.09 -4.02
C 2.52 3.63 -2.64
O 3.83 3.24 -2.84
C 4.27 2.56 -1.77
N 0.46 4.31 -3.94
H 3.71 5.06 -4.74
H 2.71 6.05 -3.69
H 2.27 5.75 -5.46
H 2.14 3.28 -4.73
H 1.87 2.77 -2.47
H 2.41 4.47 -1.95
H 4.08 3.13 -0.85
H 5.35 2.49 -1.89
H 3.82 1.57 -1.74
H 0.40 5.31 -3.82
H 0.19 4.20 -4.91
O 2.79 -3.93 -1.24
H 2.83 -4.67 -0.63
H 3.17 -3.20 -0.76

The value obtained for the HOMO energy (alpha / beta) is 1.4 / -4.6 eV. The LUMO energy (alpha / beta) is 4.00 / 3.94 eV. As for the expectation value of S²: 0.752. The total energy is -5355.4059 Ha. Its spin multiplicity is 2. The total charge is -2.

Mulliken population analysis, charges in e, atoms 1 to 4:
1. As 1.62
2. F -0.63
3. F -0.43
4. F -0.54

No. 6
Below is a structure of composition C15H12BF6N5O9S4Zn, with properties calculated with wB97M-V/def2-TZVPD.

Positions of all 53 atoms, in Å:
Zn -0.10 -0.01 -0.96
C 2.87 3.02 -0.63
N 2.78 2.18 0.59
C 3.11 2.63 1.88
C 3.19 1.55 2.70
N 2.90 0.40 1.93
B 3.01 -1.06 2.44
N 1.68 -1.76 2.58
C 1.66 -3.13 2.65
C 0.36 -3.56 2.72
N -0.43 -2.42 2.67
C -1.84 -2.39 2.86
C 0.34 -1.30 2.51
S -0.25 0.23 2.29
C 2.68 0.80 0.64
S 2.37 -0.22 -0.71
H 3.91 3.41 -0.70
H 2.11 3.80 -0.62
H 2.64 2.35 -1.45
H 3.20 3.68 2.12
H 3.26 1.45 3.78
H 3.57 -1.04 3.48
H 3.79 -1.69 1.81
H 2.62 -3.66 2.66
H -0.09 -4.54 2.82
H -2.37 -1.90 2.02
H -2.05 -1.82 3.77
H -2.22 -3.44 2.99
F -1.34 2.37 -5.98
C -1.32 1.27 -5.12
F -2.53 1.15 -4.60
F -1.02 0.22 -5.91
S -0.06 1.70 -3.73
O 0.08 0.35 -3.10
O 1.18 2.21 -4.32
N -0.84 2.74 -2.84
S -0.68 3.27 -1.36
O 0.08 4.47 -1.20
O -0.36 2.13 -0.43
C -2.53 3.67 -1.04
F -3.20 2.55 -1.33
F -2.88 4.65 -1.93
F -2.93 4.12 0.19
O -4.13 -4.72 -0.38
C -3.32 -3.82 -0.48
C -1.83 -3.89 -0.19
O -1.22 -4.85 0.27
C -1.24 -2.56 -0.51
C -2.26 -1.65 -0.89
O -2.11 -0.38 -1.08
C -3.59 -2.37 -1.01
O -4.64 -1.89 -1.43
O 0.00 -2.26 -0.43

The value obtained for the HOMO energy is -1.7 eV. The LUMO energy is 4.34 eV. The energy above the lowest of the compared OMol25 structures with the same formula, charge and spin comes out at 100.40 kJ/mol. The total energy is -5526.0697 Ha. The total charge is -2.

natural (NBO) population analysis, charges in e, atoms 1 to 4:
1. Zn 1.62
2. C -0.42
3. N -0.37
4. C -0.11

No. 7
Below is the molecule C5H6O, with properties calculated with wB97M-V/def2-TZVPD.

Positions of all 12 atoms, in Å:
O -1.92 -1.43 0.17
C -0.95 -0.71 0.09
C 0.51 -1.14 -0.10
C 1.28 0.16 -0.03
C 0.48 1.20 0.19
C -0.97 0.80 0.05
H 0.65 -1.71 -1.02
H 0.75 -1.80 0.74
H 2.35 0.22 -0.16
H 0.80 2.22 0.39
H -1.72 1.30 0.68
H -1.26 0.91 -1.00

The value obtained for the HOMO energy is -9.3 eV. The LUMO energy is 0.96 eV. The energy above the lowest of the compared OMol25 structures with the same formula, charge and spin comes out at 36.25 kJ/mol. The total energy is -269.3324 Ha. The SMILES is O=C1CC=CC1.

natural (NBO) population analysis, charges in e, atoms 1 to 4:
1. O -0.53
2. C 0.62
3. C -0.56
4. C -0.19

Summary of maximum force in eV/A
3.39, 4.90, 4.87, 5.69, 8.13, 3.16, 0.64
(order as listed above)